17
Properties=species:S:1:pos:R:3:forces:R:3 method="wB97M-V/def2-TZVPD" smiles="[NH3+]CCCC(=O)O" total_charge=+1 relative_energy_ev=0.940 lumo_energy_ev=-3.314 homo_ha=-0.5618 total_energy_ha=-363.40112 spin_multiplicity=1
N 0.0025 -1.8255 0.3280 0.4 -2.0 2.2
C 0.2406 -1.1438 1.6481 2.6 1.5 -0.4
C 0.9835 0.2098 1.3804 -2.5 -0.2 0.7
C 0.3348 1.1817 0.3873 -0.3 -1.0 -0.6
C -0.3460 0.7111 -0.8841 1.0 -0.5 0.7
O -1.1585 -0.1960 -0.9588 -0.6 0.8 -0.7
O 0.0117 1.4379 -1.9052 -0.2 0.3 -0.4
H -0.8479 -1.4376 -0.1191 -0.2 -0.1 -0.3
H 0.0718 -2.8177 0.5161 -1.1 -0.6 0.0
H 0.7529 -1.7719 -0.3364 0.7 1.0 -0.3
H -0.5929 -1.0547 2.3370 -0.6 -0.2 -0.8
H 1.0272 -1.6724 2.1842 -0.4 -0.6 0.0
H 0.9057 0.7319 2.3419 0.6 -0.1 -0.1
H 2.0013 -0.0012 1.1626 0.9 0.0 -0.3
H -0.5842 1.5432 0.8315 0.2 1.1 0.7
H 1.0903 1.8989 0.0991 -0.4 0.7 0.2
H -0.5456 1.1738 -2.6467 -0.1 0.0 -0.6